No. 1
Here is one molecule with the formula C5H6Cl2 from the Open Molecules 2025 dataset. Energies are from ωB97M-V/def2-TZVPD.

Positions of all 13 atoms, in Å:
C: -1.27 1.23 0.09
C: -0.33 0.08 -0.14
C: -0.33 -1.36 -0.48
C: 0.52 -0.79 0.72
C: 1.41 0.10 -0.16
Cl: 2.37 -0.53 -1.56
Cl: 2.11 1.40 0.83
H: -0.92 1.64 1.01
H: -2.33 0.99 0.19
H: -1.06 2.03 -0.61
H: 0.17 -1.74 -1.31
H: -1.21 -1.82 -0.21
H: 0.88 -1.23 1.64

Properties
- HOMO (eV) = -9.33
- energy relative to the best compared isomer or geometry (same formula, charge and spin) (eV) = 2.011
- 2S+1 = 1
- HOMO-LUMO gap (eV) = 10.118

=====

No. 2
Here is C24H44AuBN2P2Te as an isolated structure from the Open Molecules 2025 dataset. Energies are from ωB97M-V/def2-TZVPD.

Positions of all 75 atoms, in Å:
Au: -0.01 1.04 -0.17
C: -4.20 2.52 1.58
C: -3.26 1.75 0.65
C: -3.36 0.25 0.99
C: -3.69 1.94 -0.81
P: -1.45 2.14 0.81
C: -1.08 1.93 2.61
N: -0.58 0.57 2.68
B: -0.19 -0.13 1.50
N: 0.01 -1.50 1.84
C: 0.00 -2.68 0.97
P: -1.58 -2.85 -0.05
C: -2.51 -4.23 0.84
C: -3.72 -4.61 -0.02
C: -3.04 -3.59 2.13
C: -1.75 -5.51 1.21
C: -0.96 -3.50 -1.71
C: -2.12 -3.35 -2.71
C: -0.45 -4.93 -1.75
C: 0.15 -2.56 -2.21
C: -0.31 -1.61 3.20
C: -0.20 -2.69 4.07
C: -0.57 -2.52 5.40
C: -1.01 -1.29 5.87
C: -1.07 -0.18 5.03
C: -0.72 -0.36 3.70
C: -1.07 3.94 0.41
C: -0.85 4.02 -1.11
C: -2.15 4.94 0.81
C: 0.25 4.34 1.08
H: -5.18 2.03 1.55
H: -4.34 3.55 1.28
H: -3.87 2.50 2.62
H: -4.40 -0.08 0.83
H: -3.11 0.05 2.04
H: -2.71 -0.36 0.36
H: -4.69 1.51 -0.95
H: -3.01 1.43 -1.50
H: -3.74 2.99 -1.09
H: -1.86 2.06 3.36
H: -0.31 2.68 2.81
H: 0.17 -3.55 1.59
H: 0.84 -2.62 0.28
H: -4.25 -3.73 -0.40
H: -4.43 -5.19 0.58
H: -3.44 -5.23 -0.87
H: -3.41 -2.58 1.96
H: -2.28 -3.54 2.90
H: -3.87 -4.19 2.52
H: -1.60 -6.17 0.37
H: -2.32 -6.05 1.97
H: -0.77 -5.30 1.65
H: -2.93 -4.05 -2.52
H: -1.75 -3.53 -3.72
H: -2.54 -2.34 -2.67
H: -1.24 -5.66 -1.58
H: 0.33 -5.11 -1.00
H: -0.01 -5.14 -2.73
H: -0.15 -1.51 -2.17
H: 0.37 -2.80 -3.25
H: 1.08 -2.66 -1.65
H: 0.15 -3.65 3.72
H: -0.50 -3.36 6.08
H: -1.28 -1.18 6.91
H: -1.36 0.79 5.41
H: -1.74 3.72 -1.67
H: -0.02 3.38 -1.43
H: -0.61 5.05 -1.38
H: -3.07 4.79 0.25
H: -1.79 5.95 0.60
H: -2.39 4.89 1.88
H: 1.05 3.61 0.93
H: 0.14 4.51 2.16
H: 0.59 5.28 0.64
Te: 1.95 0.86 -1.56

Properties
- HOMO (spin up / spin down) (eV) = -6.81 / -6.81
- energy relative to the best compared isomer or geometry (same formula, charge and spin) (eV) = 1.886
- 2S+1 = 1
- HOMO-LUMO gap (spin up / spin down) (eV) = 6.404 / 6.404

=====

No. 3
Here is one molecule with the formula C4H7NO from the Open Molecules 2025 dataset. Energies are from ωB97M-V/def2-TZVPD.

Positions of all 13 atoms, in Å:
O: -2.31 -0.29 -0.79
N: -1.27 -0.91 -0.10
C: -0.12 -0.45 -0.45
C: 0.22 0.73 -1.17
C: 0.79 0.63 1.19
C: 0.96 -0.70 0.54
H: -3.08 -0.72 -0.41
H: 1.23 0.85 -1.55
H: -0.56 1.20 -1.78
H: 1.54 0.94 1.93
H: -0.19 1.03 1.37
H: 1.96 -0.73 0.07
H: 0.82 -1.59 1.15

Properties
- HOMO (spin up / spin down) (eV) = -8.46 / -8.43
- energy relative to the best compared isomer or geometry (same formula, charge and spin) (eV) = 5.866
- 2S+1 = 1
- HOMO-LUMO gap (spin up / spin down) (eV) = 8.613 / 7.994

=====

No. 4
Here is a 2-piece molecular cluster, C4H13NO3 overall from the Open Molecules 2025 dataset. Energies are from ωB97M-V/def2-TZVPD.

Positions of all 21 atoms, in Å:
N: 0.20 1.47 0.31
C: -0.06 0.08 0.64
C: 0.29 -0.32 2.08
O: -0.33 0.30 3.17
C: 0.66 -0.86 -0.32
C: 1.01 -0.25 -1.65
O: -0.04 0.35 -2.41
H: 1.20 1.69 0.26
H: -0.05 2.22 0.95
H: -1.15 0.02 0.53
H: 1.36 -0.08 2.24
H: 0.23 -1.43 2.12
H: -1.27 0.13 3.25
H: 0.09 -1.78 -0.51
H: 1.58 -1.24 0.14
H: 1.26 -1.08 -2.34
H: 1.86 0.45 -1.57
H: -0.17 1.26 -2.13
O: -2.57 -0.13 -1.42
H: -2.46 -1.03 -1.75
H: -1.67 0.25 -1.60

Properties
- HOMO (eV) = -9.46
- energy relative to the best compared isomer or geometry (same formula, charge and spin) (eV) = 1.781
- 2S+1 = 1
- HOMO-LUMO gap (eV) = 10.190

=====

No. 5
Here is C3H3N3O2 as an isolated structure from the Open Molecules 2025 dataset. Energies are from ωB97M-V/def2-TZVPD.

Positions of all 11 atoms, in Å:
C: -0.32 -0.24 2.10
C: 0.12 0.31 -0.26
C: 0.44 -0.56 -1.98
H: -0.08 -1.43 1.67
H: -0.39 1.65 1.07
H: 1.12 -1.10 -2.60
N: -0.42 0.56 0.96
N: 0.78 -0.79 -0.68
N: -0.13 0.50 -2.36
O: -0.64 0.16 3.18
O: -0.49 0.94 -1.12

Properties
- HOMO (eV) = -10.42
- energy relative to the best compared isomer or geometry (same formula, charge and spin) (eV) = 4.186
- 2S+1 = 1
- HOMO-LUMO gap (eV) = 10.912

=====

No. 6
Here is a 3-piece molecular cluster, C13H15ClN2O5S overall from the Open Molecules 2025 dataset. Energies are from ωB97M-V/def2-TZVPD.

Positions of all 37 atoms, in Å:
C: 3.36 6.29 -2.50
C: 4.60 5.82 -1.81
O: 5.71 6.22 -2.02
O: 4.34 4.87 -0.85
C: 5.08 3.66 -0.95
O: 5.28 3.25 -2.28
S: 4.14 2.47 -3.17
O: 4.45 1.07 -3.08
O: 2.77 2.74 -2.26
Cl: 2.38 1.58 -1.10
H: 3.41 7.36 -2.65
H: 2.48 6.02 -1.94
H: 3.34 5.78 -3.47
H: 6.06 3.80 -0.51
H: 4.53 2.92 -0.38
N: 0.38 -0.41 0.95
C: -0.90 -0.71 1.16
C: -1.51 -1.85 0.67
C: -0.76 -2.73 -0.09
C: 0.58 -2.43 -0.32
C: 1.09 -1.27 0.22
H: -1.45 0.01 1.76
H: -2.55 -2.05 0.87
H: -1.20 -3.63 -0.49
H: 1.21 -3.09 -0.91
H: 2.14 -1.00 0.07
N: -3.81 -4.37 2.01
C: -4.21 -3.70 3.09
C: -5.54 -3.41 3.37
C: -6.51 -3.83 2.48
C: -6.11 -4.53 1.35
C: -4.76 -4.77 1.16
H: -3.42 -3.39 3.77
H: -5.80 -2.86 4.27
H: -7.55 -3.62 2.66
H: -6.84 -4.88 0.63
H: -4.41 -5.32 0.29

Properties
- HOMO (eV) = -9.68
- 2S+1 = 1
- HOMO-LUMO gap (eV) = 9.251